1.
This record from the OMol25 dataset describes a 8-piece molecular cluster, C16H50BN9O10 overall. The level of theory is the ωB97M-V functional and the def2-TZVPD basis.

The molar mass is 539.4 g mol⁻¹. The multiplicity is 2. Its gap between HOMO and LUMO (spin up / spin down) is 8.01 / 6.91 eV. The calculation puts the max |F| at 7.73 eV/Å. The total charge is -1.

Last column: Löwdin charge in e.
Positions of all 86 atoms, in Å:
N 6.464 4.984 1.159  0.260
H 6.901 4.898 2.066  -0.017
H 6.791 4.265 0.530  0.055
H 6.718 5.858 0.721  0.049
H 5.505 4.742 1.362  0.060
B 7.445 4.267 3.735  -0.433
H 7.351 5.325 3.927  -0.057
H 7.762 3.732 4.617  -0.050
H 6.550 3.847 3.304  -0.070
H 8.176 4.217 2.943  -0.065
C 7.374 3.149 -1.596  -1.040
O 7.623 3.179 -0.429  0.070
O 8.340 2.634 -2.175  0.211
O 6.325 3.572 -2.071  0.013
C 3.455 8.606 -0.189  -0.154
O 4.694 8.438 -0.739  -0.192
C 5.610 8.462 0.345  -0.171
C 7.134 8.255 -0.065  -0.168
N 7.402 6.887 -0.495  -0.062
C 8.849 6.712 -0.905  -0.140
C 9.303 7.288 -2.211  -0.256
O 8.669 6.698 -3.294  -0.167
C 7.492 7.331 -3.797  -0.072
H 2.804 8.227 -0.978  0.089
H 3.124 9.624 0.016  0.091
H 3.189 8.088 0.732  0.083
H 5.329 7.629 0.988  0.100
H 5.458 9.389 0.898  0.121
H 7.757 8.703 0.709  0.114
H 7.446 8.909 -0.880  0.104
H 6.938 6.888 -1.392  0.065
H 8.915 5.626 -0.964  0.125
H 9.492 7.248 -0.206  0.116
H 10.376 7.120 -2.306  0.127
H 9.247 8.372 -2.313  0.117
H 7.624 8.249 -4.370  0.086
H 6.773 7.472 -2.991  0.068
H 7.095 6.620 -4.521  0.097
C -0.135 5.536 1.212  -0.123
O 1.195 5.241 1.506  -0.205
C 1.499 3.822 1.470  -0.176
C 3.022 3.687 1.335  -0.184
N 3.745 4.868 1.757  -0.071
C 3.612 5.019 3.206  -0.151
C 4.366 6.337 3.676  -0.165
O 3.769 7.563 3.198  -0.237
C 4.246 8.692 3.970  -0.102
H -0.455 6.576 1.157  0.088
H -0.828 5.091 1.926  0.078
H -0.360 5.036 0.270  0.084
H 1.022 3.268 0.662  0.115
H 1.120 3.297 2.347  0.115
H 3.134 3.345 0.306  0.094
H 3.413 2.802 1.838  0.121
H 3.294 5.706 1.420  0.094
H 4.082 4.192 3.737  0.124
H 2.581 5.244 3.482  0.111
H 5.396 6.353 3.319  0.089
H 4.228 6.407 4.755  0.117
H 3.910 8.659 5.006  0.079
H 3.935 9.647 3.548  0.078
H 5.336 8.681 3.948  0.082
C 3.181 5.204 -2.055  -0.783
O 2.096 5.852 -2.103  -0.041
N 3.267 4.021 -2.527  0.178
N 4.303 5.622 -1.617  0.209
H 2.474 3.592 -2.981  0.124
H 4.163 3.575 -2.389  0.081
H 4.419 6.601 -1.397  0.079
H 5.150 5.078 -1.693  0.068
C 5.193 0.615 0.777  -0.854
O 4.506 -0.211 1.320  0.029
N 4.997 1.091 -0.368  0.182
N 6.247 1.219 1.247  0.187
H 5.474 1.934 -0.656  0.084
H 4.214 0.665 -0.843  0.128
H 6.403 1.159 2.243  0.122
H 6.917 1.729 0.689  0.080
C 10.584 5.697 3.874  -0.778
O 10.466 4.456 3.846  0.003
N 10.018 6.380 2.944  0.171
N 11.254 6.387 4.764  0.152
H 10.049 7.342 3.249  0.101
H 9.299 5.956 2.375  0.100
H 11.603 7.312 4.557  0.100
H 11.679 5.805 5.471  0.114

---

2.
This record from the OMol25 dataset describes C6H15IrN3O2SSe2 as an isolated structure. The level of theory is the ωB97M-V functional and the def2-TZVPD basis.

The molar mass is 543.4 g mol⁻¹. The multiplicity is 2. Its gap between HOMO and LUMO (spin up / spin down) is 7.24 / 6.32 eV. The calculation puts the max |F| at 0.56 eV/Å. The total charge is +2. Its relative energy (zero: lowest compared OMol25 entry of this formula, charge and spin) is 0.276 eV.

Last column: Löwdin charge in e.
Positions of all 30 atoms, in Å:
Ir 0.055 0.177 0.089  0.422
N -0.516 -1.626 -0.814  -0.092
N 0.471 -2.297 -1.574  -0.015
C 1.689 -1.764 -1.678  -0.733
N 2.620 -2.369 -2.378  0.178
S 2.053 -0.260 -0.885  0.687
H -0.834 -2.245 -0.066  0.135
H -1.312 -1.416 -1.418  0.135
H 0.210 -3.170 -2.016  0.186
H 2.472 -3.244 -2.862  0.150
H 3.539 -1.954 -2.449  0.137
O 0.831 2.713 1.368  -0.197
C -0.017 3.539 2.173  -0.191
C -1.423 2.956 2.313  -0.554
C -2.185 3.964 3.199  -0.206
O -3.495 3.463 3.355  -0.032
C -1.493 1.603 3.033  -0.442
Se -0.438 0.140 2.319  0.845
C -2.211 2.848 1.001  -0.442
Se -1.417 1.837 -0.453  0.845
H 1.703 3.125 1.312  0.114
H -0.097 4.534 1.727  0.146
H 0.414 3.650 3.172  0.146
H -2.182 4.945 2.712  0.143
H -1.670 4.057 4.161  0.143
H -4.017 4.058 3.904  0.120
H -2.519 1.232 3.036  0.086
H -1.190 1.688 4.079  0.099
H -2.426 3.832 0.578  0.099
H -3.174 2.369 1.179  0.086

---

3.
This record from the OMol25 dataset describes an isolated molecule of C4H4S2. The level of theory is the ωB97M-V functional and the def2-TZVPD basis.

The SMILES is S=C1C=CCS1. The molar mass is 116.2 g mol⁻¹. Its gap between HOMO and LUMO is 8.15 eV. The calculation puts the max |F| at 3.18 eV/Å. Its relative energy (zero: lowest compared OMol25 entry of this formula, charge and spin) is 0.238 eV.

Last column: Löwdin charge in e.
Positions of all 10 atoms, in Å:
S -3.043 -0.452 0.048  0.620
C -1.411 -0.399 -0.050  -1.159
C -0.663 0.888 -0.074  -0.190
C 0.666 0.764 0.037  -0.148
C 1.165 -0.630 0.096  -0.445
S -0.295 -1.731 -0.038  0.911
H -1.243 1.796 -0.194  0.103
H 1.329 1.644 0.072  0.120
H 1.707 -0.946 0.969  0.065
H 1.788 -0.934 -0.865  0.123